*P*
# C2H5BO2

An isolated molecule of C2H5BO2 (wB97M-V/def2-TZVPD, OMol25).

```
10
Properties=species:S:1:pos:R:3
B 0.723 -0.060 0.143
C -1.851 0.178 -0.225
C -0.604 0.176 -0.662
O 1.866 0.146 -0.560
O 0.702 -0.476 1.433
H -2.705 0.321 -0.866
H -2.051 0.032 0.824
H -0.335 0.318 -1.814
H 2.700 -0.008 -0.116
H 1.555 -0.627 1.843
```

Summary:
- SMILES = C=CB(O)O
- gap between HOMO and LUMO (hartree) = 0.3808
- LUMO energy (eV) = 0.30

*Q*
# C2H5BO2

An isolated molecule of C2H5BO2 (wB97M-V/def2-TZVPD, OMol25).

```
10
Properties=species:S:1:pos:R:3
B -2.048 1.226 -0.125
C 1.344 0.269 -0.264
C -0.095 -0.363 0.555
O 1.704 1.315 0.402
O -1.215 0.349 0.148
H -1.954 2.178 -0.716
H 1.778 -0.734 -0.248
H 0.867 0.356 -1.301
H -0.364 -1.342 0.295
H 0.341 -0.189 1.632
```

Summary:
- gap between HOMO and LUMO (alpha / beta) (hartree) = 0.2961 / 0.1982
- LUMO energy (alpha / beta) (eV) = -0.66 / -1.76

Which of them is the most stable? Correct choice: *P*.

*P*
# C2H5N2S

The ion C2H5N2S with charge +1 (wB97M-V/def2-TZVPD, OMol25).

```
10
Properties=species:S:1:pos:R:3
C 0.193 -0.886 -0.744
C -0.371 1.097 0.601
N -0.562 0.259 -0.591
N 0.769 -1.522 0.179
S -0.061 0.352 2.219
H 0.400 -1.297 -1.788
H 0.613 1.669 0.307
H -1.332 1.768 0.638
H -1.062 0.732 -1.320
H 1.414 -2.173 0.498
```

Summary:
- charge = +1
- gap between HOMO and LUMO (alpha / beta) (hartree) = 0.2624 / 0.2666
- LUMO energy (alpha / beta) (eV) = -7.60 / -7.16

*Q*
# C2H5N2S

A structure of composition C2H5N2S (wB97M-V/def2-TZVPD, OMol25).

```
10
Properties=species:S:1:pos:R:3
C 0.596 0.416 0.804
C -0.117 -1.203 -0.722
N 0.353 -0.572 1.637
N 0.530 -0.002 -0.443
S -0.515 -1.885 0.686
H 1.154 1.289 0.987
H -1.501 0.849 -2.527
H -1.634 1.225 -1.834
H 0.267 -0.668 2.622
H 0.868 0.551 -1.210
```

Summary:
- charge = +1
- gap between HOMO and LUMO (hartree) = 0.3517
- LUMO energy (eV) = -5.44

*R*
# C2H5N2S

The ion C2H5N2S with charge +1 (wB97M-V/def2-TZVPD, OMol25).

```
10
Properties=species:S:1:pos:R:3
C -0.101 -0.192 1.034
C 0.108 -0.646 -0.306
N 0.378 0.328 2.013
N 0.090 0.507 -1.244
S -1.396 -1.228 0.328
H 0.922 -1.338 -0.384
H -0.120 0.399 2.891
H -0.910 0.804 -1.123
H 0.248 0.192 -2.239
H 0.781 1.173 -0.971
```

Summary:
- charge = +1
- SMILES = [H]/N=C1\S[C@H]1[NH3+]
- gap between HOMO and LUMO (hartree) = 0.3744
- LUMO energy (eV) = -4.12

Which of them is the most stable? Correct choice: *R*.

*P*
# H28O14

A cluster of 14 separate species, H28O14 in total (wB97M-V/def2-TZVPD, OMol25).

```
42
Properties=species:S:1:pos:R:3
H 0.758 0.745 0.646
H -0.611 0.341 1.122
H -1.265 -3.068 -0.195
H -1.027 -2.394 1.177
H 3.960 -0.639 1.912
H 3.038 0.222 2.543
H -3.535 -0.383 1.145
H -2.688 0.879 0.938
H -2.970 3.296 -2.106
H -4.440 3.229 -2.493
H 4.435 0.579 -0.780
H 3.536 0.600 -2.054
H -0.703 4.047 2.362
H 0.544 3.300 2.358
H 0.501 -1.012 -1.261
H -0.398 -1.137 -2.332
H -3.362 -0.065 -0.467
H -2.899 -1.199 -1.061
H -1.319 2.120 -1.772
H -1.559 1.013 -0.873
H 4.717 2.909 0.955
H 4.037 2.246 -0.234
H 2.562 -2.566 -0.543
H 1.209 -2.017 -0.062
H -2.115 -2.297 3.190
H -3.233 -2.690 2.214
H 1.204 -2.063 -2.590
H 0.292 -3.164 -2.893
O -0.170 0.874 0.387
O -0.605 -2.577 0.311
O 3.188 -0.105 1.706
O -2.762 0.060 1.548
O -3.541 2.850 -2.724
O 3.696 0.126 -1.158
O -0.364 3.168 2.539
O 0.293 -0.609 -2.112
O -2.501 -0.469 -0.670
O -1.513 1.962 -0.823
O 4.161 2.235 0.740
O 2.105 -1.767 -0.411
O -2.798 -2.956 3.045
O 0.975 -2.897 -2.234
```

Summary:
- gap between HOMO and LUMO (hartree) = 0.3289
- LUMO energy (eV) = -0.31

*Q*
# H28O14

A cluster of 14 separate species, H28O14 in total (wB97M-V/def2-TZVPD, OMol25).

```
42
Properties=species:S:1:pos:R:3
H -0.573 -0.994 -0.522
H -0.030 0.212 0.162
H 4.240 0.421 -0.920
H 4.635 0.147 0.554
H 0.628 1.864 -2.014
H 1.694 2.997 -2.053
H -4.502 -2.614 1.186
H -3.020 -2.981 1.019
H -4.886 0.515 0.131
H -4.813 -0.889 0.305
H -1.963 0.018 -3.476
H -0.400 0.124 -3.209
H 4.453 -3.003 -2.019
H 3.381 -2.328 -1.110
H 1.155 2.312 2.920
H 0.119 1.351 3.415
H -3.455 -1.334 1.569
H -2.394 -0.304 1.287
H 2.094 -1.447 3.760
H 1.931 -1.218 2.337
H 3.250 0.983 0.356
H 2.106 -0.142 0.576
H 1.934 2.027 1.000
H 3.193 2.800 0.638
H -0.357 -3.604 -2.612
H -0.985 -3.931 -1.200
H -2.696 3.706 -0.876
H -3.365 4.872 -0.428
O -0.765 -0.073 -0.340
O 4.281 -0.344 -0.207
O 1.143 2.385 -2.624
O -3.769 -2.947 1.648
O -4.442 -0.193 -0.331
O -1.256 -0.004 -2.801
O 3.934 -2.264 -1.880
O 0.183 2.108 2.859
O -3.352 -0.358 1.288
O 2.435 -1.726 2.980
O 2.755 0.495 1.004
O 2.243 2.797 0.431
O -1.191 -3.517 -2.012
O -3.574 4.079 -0.793
```

Summary:
- gap between HOMO and LUMO (hartree) = 0.2728
- LUMO energy (eV) = -0.63

Which of them is the most stable? Correct choice: *P*.

*P*
# C8H24N8O16

A cluster of 8 separate species, C8H24N8O16 in total (wB97M-V/def2-TZVPD, OMol25).

```
56
Properties=species:S:1:pos:R:3
C -2.318 4.456 -2.807
N -1.282 4.015 -1.832
O -0.179 4.532 -1.742
O -1.608 3.079 -1.176
H -1.779 4.715 -3.719
H -2.687 5.448 -2.549
H -3.033 3.679 -3.076
C -1.698 -0.746 4.208
N -0.887 -1.994 4.154
O -0.222 -2.112 5.228
O -0.911 -2.692 3.144
H -1.089 0.095 4.540
H -2.396 -0.856 5.038
H -2.101 -0.523 3.220
C -0.069 0.306 -3.628
N 0.041 1.679 -4.204
O 1.069 2.331 -3.938
O -0.947 2.142 -4.756
H -0.279 -0.371 -4.456
H -0.851 0.378 -2.872
H 0.834 0.040 -3.079
C -1.168 -3.480 0.204
N -0.597 -2.645 -0.924
O 0.610 -2.500 -0.941
O -1.320 -2.172 -1.729
H -0.438 -4.081 0.748
H -1.903 -4.232 -0.081
H -1.734 -2.785 0.824
C 0.518 0.583 0.069
N -0.354 0.099 1.165
O -1.597 -0.037 0.908
O 0.153 -0.153 2.248
H 1.448 0.960 0.496
H -0.105 1.159 -0.615
H 0.946 -0.225 -0.523
C 6.234 1.499 1.827
N 4.958 0.637 1.817
O 5.026 -0.559 2.203
O 3.858 1.125 1.516
H 6.586 1.857 2.795
H 5.946 2.397 1.281
H 6.995 1.033 1.201
C 3.534 -3.092 -0.267
N 3.044 -4.340 0.472
O 2.328 -5.170 -0.094
O 3.348 -4.402 1.673
H 3.613 -3.431 -1.301
H 4.500 -2.962 0.221
H 2.798 -2.289 -0.222
C -4.487 0.935 -0.059
N -5.688 1.831 -0.162
O -6.767 1.368 -0.326
O -5.424 3.041 -0.107
H -3.894 1.108 -0.957
H -4.653 -0.107 0.215
H -3.919 1.432 0.728
```

Summary:
- SMILES = C[N+](=O)[O-].C[N+](=O)[O-].C[N+](=O)[O-].C[N+](=O)[O-].C[N+](=O)[O-].C[N+](=O)[O-].C[N+](=O)[O-].C[N+](=O)[O-]
- gap between HOMO and LUMO (hartree) = 0.3788
- LUMO energy (eV) = -0.55

*Q*
# C8H24N8O16

A cluster of 8 separate species, C8H24N8O16 in total (wB97M-V/def2-TZVPD, OMol25).

```
56
Properties=species:S:1:pos:R:3
C 1.444 -0.927 -4.491
N 2.072 -1.201 -3.154
O 2.634 -0.233 -2.590
O 1.976 -2.346 -2.801
H 1.826 -1.642 -5.220
H 1.585 0.120 -4.759
H 0.376 -1.093 -4.351
C 3.735 -0.469 2.750
N 4.191 -1.873 2.458
O 3.460 -2.847 2.450
O 5.380 -2.042 2.176
H 4.486 0.297 2.559
H 3.427 -0.437 3.795
H 2.954 -0.280 2.013
C -5.178 1.867 -1.132
N -4.977 3.042 -1.989
O -5.832 3.884 -1.945
O -3.789 3.196 -2.359
H -4.269 1.271 -1.061
H -5.950 1.280 -1.630
H -5.437 2.230 -0.137
C -2.788 0.776 -4.266
N -4.085 0.091 -4.449
O -4.693 0.321 -5.472
O -4.543 -0.590 -3.536
H -2.099 -0.014 -4.564
H -2.761 1.051 -3.212
H -2.784 1.704 -4.839
C 0.877 -1.475 5.626
N 0.614 -0.389 4.575
O 0.534 -0.690 3.411
O 0.718 0.760 4.937
H 1.737 -1.213 6.241
H 1.010 -2.428 5.113
H -0.035 -1.619 6.205
C 0.483 -4.024 0.953
N -0.376 -4.351 -0.229
O -0.262 -5.488 -0.741
O -1.104 -3.478 -0.655
H 1.229 -3.342 0.544
H 1.012 -4.879 1.373
H -0.110 -3.580 1.753
C 2.562 4.698 2.584
N 1.387 4.389 1.665
O 0.502 5.241 1.433
O 1.388 3.261 1.187
H 2.130 5.141 3.482
H 3.108 5.487 2.067
H 3.185 3.808 2.669
C 0.241 -0.260 -0.154
N -0.694 0.073 -1.194
O -1.460 1.031 -1.085
O -0.626 -0.680 -2.196
H 0.873 0.594 0.092
H 0.898 -0.985 -0.636
H -0.181 -0.736 0.731
```

Summary:
- SMILES = C[N+](=O)[O-].C[N+](=O)[O-].C[N+](=O)[O-].C[N+](=O)[O-].C[N+](=O)[O-].C[N+](=O)[O-].C[N+](=O)[O-].C[N+](=O)[O-]
- gap between HOMO and LUMO (hartree) = 0.3707
- LUMO energy (eV) = -0.55

Which of them is the most stable? Correct choice: *Q*.